Here is a single C9H10O4 molecule in a non-equilibrium geometry from OMol25. Energies are from the ωB97M-V functional and the def2-TZVPD basis.

The energy above the lowest of the compared OMol25 structures with the same formula, charge and spin is 109.8 kcal per mole. As for the structure (SMILES): COc1ccc(C(=O)O)cc1OC. As for the total energy: -17680.953 eV. For the maximum force, the calculation gives 5.5 eV Å⁻¹. The HOMO-LUMO gap is 9.26 eV.

Element x y z (Å)
C1 3.4143 -1.0145 0.9335
O1 2.5784 -1.0788 -0.2836
C2 1.2052 -0.7126 -0.1671
C3 0.2289 -1.6586 -0.6506
C4 -1.1297 -1.3976 -0.5318
C5 -1.5381 -0.1639 0.0552
C6 -3.0728 0.0554 0.1452
O2 -3.7160 -0.9058 0.5059
O3 -3.5664 1.2440 -0.0715
C7 -0.5935 0.8394 0.2068
C8 0.8017 0.6829 0.0982
O4 1.6624 1.6178 0.4523
C9 2.4772 1.8590 -0.7159
H1 4.6225 -0.6637 0.6625
H2 3.3226 -2.0691 1.5353
H3 2.9082 0.0299 1.4290
H4 0.6564 -2.5036 -1.2438
H5 -1.8837 -2.1949 -0.7704
H6 -2.9102 1.9245 -0.1820
H7 -1.0848 1.8702 0.3975
H8 1.7676 1.6315 -1.7047
H9 2.7386 2.9818 -0.4903
H10 3.4364 1.0387 -0.6980